(1)
13
Properties=species:S:1:pos:R:3:forces:R:3 method="wB97M-V/def2-TZVPD" total_energy_ev=-7796.8635 e_above_lowest_kj_mol=268.31 lumo_ev=1.046 spin_multiplicity=1 homo_lumo_gap_ev=11.219 smiles="C[C@@H](O)[C@H]1C=N1"
C -0.8498 -1.4204 -0.2971 0.0 0.0 0.0
C 0.2863 -0.4697 0.0291 -0.3 0.0 0.0
O 1.4320 -0.8542 -0.7084 0.2 0.1 0.0
C -0.0153 0.9840 -0.2272 -0.2 0.0 -0.1
C -0.0510 1.8772 0.9082 0.4 0.2 -0.3
N 1.0644 1.9147 0.3372 -0.5 0.2 0.4
H -1.1193 -1.3724 -1.3576 0.1 0.1 0.1
H -1.7328 -1.1744 0.3027 0.1 0.0 -0.1
H -0.5490 -2.4480 -0.0697 0.0 0.2 0.0
H 0.4962 -0.5100 1.1083 0.1 -0.3 0.0
H 2.0565 -0.1230 -0.5948 0.1 -0.2 -0.1
H -0.4431 1.2970 -1.1829 0.1 -0.2 0.2
H -0.5752 2.2992 1.7522 0.1 0.1 0.0



(2)
95
Properties=species:S:1:pos:R:3:forces:R:3 method="wB97M-V/def2-TZVPD" total_energy_ev=-70291.4836 e_above_lowest_kj_mol=0.00 charge=-1 lumo_ev="2.588 / 2.592" spin_multiplicity=1 homo_lumo_gap_ev="4.685 / 3.545"
Bi -0.0292 0.2218 0.8172 -0.5 -0.4 2.5
Cl 2.0700 -0.0382 -0.5778 1.9 0.0 -1.6
N 0.1597 2.5099 -0.0413 -1.8 1.7 -1.5
N -0.2841 -2.5349 0.2847 -1.4 -1.0 -1.4
C -0.8919 3.1635 -0.5083 2.9 -2.1 1.5
C -1.0193 -3.1060 -0.6380 2.0 1.2 2.4
C 1.2002 3.5036 0.2980 0.1 -0.3 0.0
C 0.4082 4.8132 0.3214 -0.4 0.2 0.2
C 2.2621 3.5761 -0.7923 0.1 -0.1 -0.3
C 1.8437 3.0976 1.6101 0.0 0.4 0.5
H 1.8310 3.9707 -1.7238 0.1 -0.2 0.1
H 2.7008 2.5866 -0.9754 -0.1 0.2 0.0
H 3.0407 4.2743 -0.4555 -0.1 -0.1 -0.1
H 1.0809 2.8258 2.3606 0.3 0.1 -0.2
H 2.4584 3.9355 1.9793 -0.1 -0.3 0.0
H 2.4843 2.2159 1.4592 -0.2 0.3 0.0
C 0.6766 -3.5445 0.8181 -0.3 0.4 -0.3
C 0.3362 -4.7859 -0.0162 -0.3 -0.5 -0.3
C 0.4502 -3.7169 2.3122 0.0 -0.1 0.0
C 2.1193 -3.1393 0.5866 0.2 0.1 -0.1
H 2.3306 -3.0717 -0.4818 0.0 0.1 0.0
H 2.7757 -3.9018 1.0249 0.0 0.1 0.0
H 2.3380 -2.1685 1.0409 0.0 -0.2 -0.1
H -0.5510 -4.1018 2.5250 0.1 0.0 0.0
H 0.5800 -2.7571 2.8234 -0.1 -0.1 -0.1
H 1.2092 -4.4113 2.7003 -0.3 0.1 0.0
O -0.7164 -4.3684 -0.9377 0.0 -0.9 0.0
H -0.0582 -5.6261 0.5763 0.1 0.3 -0.2
H 1.1697 -5.1367 -0.6337 -0.1 0.1 0.2
O -0.8498 4.4759 -0.3647 0.0 1.2 -0.2
H 0.8747 5.6343 -0.2461 -0.2 -0.4 0.2
H 0.1792 5.1619 1.3427 -0.1 -0.2 -0.4
C -2.0831 2.5109 -1.1240 -0.4 0.1 -0.2
C -2.1916 -2.5003 -1.3357 -0.1 -0.1 0.1
C -1.8167 -1.2095 -2.0043 -0.6 0.5 -0.2
H -2.9388 -2.3329 -0.5467 0.0 0.1 -0.3
H -2.5980 -3.2293 -2.0445 0.1 0.1 0.1
C -2.1794 -0.0007 -1.3890 0.0 0.2 0.2
C -1.7568 1.2433 -1.9004 -0.7 -0.3 -0.3
H -2.8912 -0.0310 -0.5476 0.6 0.1 -0.3
C -1.1126 1.2694 -3.1373 0.0 0.0 0.6
C -0.7718 0.0597 -3.7471 -0.2 -0.5 -0.3
C -0.7821 2.5721 -3.8055 0.3 0.1 -0.2
C -1.1235 -1.1885 -3.2143 0.2 0.6 0.3
H -0.2172 0.0817 -4.6853 -0.1 0.0 0.1
C -0.7365 -2.4662 -3.9044 0.2 -0.1 -0.2
H -0.3876 -2.2557 -4.9181 0.0 0.0 0.1
H -1.5678 -3.1799 -3.9786 0.1 0.2 0.1
H 0.0816 -2.9778 -3.3779 -0.2 0.1 0.0
H -1.6257 3.2696 -3.7884 0.1 -0.1 0.0
H -0.5187 2.3853 -4.8497 0.0 0.1 0.1
H 0.0757 3.0693 -3.3363 -0.1 0.0 0.0
H -2.5790 3.2577 -1.7615 0.1 -0.1 0.2
H -2.7717 2.2800 -0.2982 0.0 0.0 -0.2
C -3.4424 -0.6743 4.6385 0.1 0.2 -0.1
C -2.6913 0.2610 3.6675 0.9 0.4 1.0
C -2.8384 -0.2493 2.2274 -0.1 0.5 0.4
C -3.1799 1.7103 3.7388 -0.5 -0.2 -0.2
P -0.7539 0.1430 4.2039 -0.3 -2.0 0.8
N 0.1239 0.6242 2.9706 0.3 0.9 -1.7
C -0.3063 1.3470 5.7322 -1.3 0.1 -1.0
C 0.9637 0.9137 6.4559 0.2 -0.1 0.0
C -0.1233 2.7528 5.1622 -0.1 0.4 0.5
C -1.4662 1.2863 6.7446 0.2 0.2 0.1
C 3.2052 -1.6280 4.1840 0.1 -0.3 -0.8
C 2.1682 -2.0803 5.1064 -0.5 -0.4 0.4
C 4.2758 -2.5601 3.7963 0.4 -0.4 -0.2
C 3.3531 -0.2107 3.8603 0.2 0.9 -0.3
H -4.5192 -0.4866 4.5724 -0.2 -0.1 0.0
H -3.1450 -0.5361 5.6891 0.0 0.0 -0.4
H -3.2518 -1.7281 4.3820 0.0 0.3 0.1
H -3.9011 -0.3494 1.9556 0.0 -0.1 0.2
H -2.4208 0.4928 1.5204 -0.3 -0.4 0.4
H -2.3500 -1.2218 2.0695 0.0 0.1 0.0
H -4.2476 1.7256 3.4804 -0.1 0.2 -0.1
H -3.0896 2.1728 4.7288 0.0 -0.2 -0.3
H -2.6612 2.3526 3.0102 0.0 -0.2 0.2
H 1.8624 0.9857 5.8309 -0.3 -0.1 0.0
H 1.1230 1.5773 7.3247 -0.1 -0.1 -0.2
H 0.9035 -0.1107 6.8472 -0.1 0.2 -0.2
H -0.8807 3.0275 4.4135 0.2 -0.2 0.2
H -0.1955 3.4757 5.9909 0.1 0.1 -0.1
H 0.8654 2.8754 4.7069 -0.2 -0.1 0.0
H -2.4341 1.6036 6.3335 0.4 -0.2 0.1
H -1.5784 0.2732 7.1561 0.0 0.2 -0.1
H -1.2406 1.9608 7.5857 0.0 -0.1 0.0
H 1.2002 -1.5771 4.9243 0.3 -0.2 0.2
H 2.0263 -3.1734 5.0307 0.0 0.3 0.1
H 2.4788 -1.8682 6.1487 -0.2 0.0 0.0
H 5.0584 -2.6227 4.5728 0.1 -0.1 0.0
H 3.8883 -3.5816 3.6622 0.1 0.1 0.0
H 4.7862 -2.2492 2.8749 -0.1 -0.1 0.1
H 3.9949 -0.0737 2.9698 -0.3 0.0 0.3
H 2.3745 0.2697 3.6716 0.3 -0.1 0.1
H 3.8648 0.3240 4.6900 -0.2 0.1 -0.1



(3)
9
Properties=species:S:1:pos:R:3:forces:R:3 method="wB97M-V/def2-TZVPD" total_energy_ev=-16959.3553 e_above_lowest_kj_mol=562.86 lumo_ev=0.602 spin_multiplicity=1 homo_lumo_gap_ev=9.396
O -2.3152 -0.3386 0.0223 -2.3 1.1 12.5
N -1.0724 -0.4357 -0.0012 8.9 0.5 -0.2
C -0.5392 0.9050 -0.0746 3.7 -3.0 2.6
N 0.7498 1.1123 0.1165 -1.6 -1.3 -1.6
S 1.6013 -0.4791 -0.0137 2.6 2.7 -1.0
H -2.7636 -0.4157 -0.6583 -5.5 -1.9 -10.8
H -0.5136 -1.0920 0.7834 -2.6 2.1 -2.4
H -1.3071 1.6323 0.0444 -0.2 0.9 -0.3
H 2.9784 0.0832 -0.4892 -3.0 -1.0 1.3



(4)
70
Properties=species:S:1:pos:R:3:forces:R:3 method="wB97M-V/def2-TZVPD" total_energy_ev=-166499.2156 e_above_lowest_kj_mol=87.72 charge=+1 lumo_ev="-2.914 / -2.953" spin_multiplicity=3 homo_lumo_gap_ev="5.956 / 6.822"
Ni 0.0287 -0.1016 0.1409 -0.1 -0.4 0.9
C -3.6697 -2.2899 0.7034 -0.1 -0.1 -0.3
C -4.1334 -2.4250 -0.5969 0.2 0.1 0.4
C -3.4014 -1.8522 -1.6209 0.4 0.4 -0.2
C -2.2454 -1.1328 -1.3236 -0.6 -0.5 0.7
N -1.7848 -1.0358 -0.0516 -0.8 -0.6 -0.7
C -2.4813 -1.6150 0.9166 0.0 0.0 0.2
C -1.4308 -0.4256 -2.3195 0.9 0.4 -0.2
C -1.6936 -0.2585 -3.6738 0.3 0.0 0.0
C -0.7715 0.4494 -4.4453 -0.3 -0.2 0.3
C 0.3665 0.9839 -3.8642 0.3 0.0 0.3
C 0.5775 0.7807 -2.5015 -1.4 -0.8 -0.3
N -0.3170 0.0838 -1.7836 -0.1 0.6 -1.5
C 1.6972 1.2358 -1.6906 1.1 0.6 1.2
C 2.9390 1.6113 -2.2080 -0.7 -0.2 -0.2
C 3.9291 2.0536 -1.3580 -0.1 0.1 0.7
C 3.6535 2.1191 0.0065 0.3 0.1 -0.6
C 2.4311 1.6726 0.4590 -0.3 0.0 0.1
N 1.4652 1.2249 -0.3428 1.2 0.7 -1.3
H -4.2107 -2.6998 1.5412 0.0 -0.1 0.1
H -5.0439 -2.9662 -0.8030 -0.1 0.0 -0.1
H -3.7235 -1.9519 -2.6463 0.0 0.0 -0.1
H -2.0842 -1.5290 1.9166 0.1 0.1 0.0
H -2.5794 -0.6737 -4.1288 -0.1 0.0 0.0
H -0.9463 0.5785 -5.5036 0.0 0.0 0.0
H 1.0798 1.5388 -4.4545 0.0 0.1 -0.1
H 3.1188 1.5251 -3.2679 0.0 0.0 -0.1
H 4.9006 2.3359 -1.7320 0.1 0.0 -0.1
H 4.3784 2.4974 0.7093 0.1 0.0 0.1
H 2.2078 1.6808 1.5172 -0.1 -0.1 0.0
C -0.0763 2.8819 2.3067 -0.1 -0.4 0.1
Ge -0.4882 1.0583 2.9948 0.4 -0.5 0.7
C -2.4747 0.9460 2.9875 0.5 -0.1 0.0
C 0.1379 0.9583 4.8923 -0.4 0.3 -0.5
C 0.4433 -0.4150 2.0261 -0.6 0.7 0.5
H -0.8210 3.5791 2.6828 -0.1 0.1 0.1
H -0.1131 2.8917 1.2205 0.0 0.1 -0.1
H 0.8959 3.2361 2.6338 0.2 0.0 0.1
H -2.8729 1.8241 3.4911 0.0 0.1 0.1
H -2.8346 0.0705 3.5213 0.0 -0.1 0.1
H -2.8614 0.9305 1.9723 0.0 0.1 -0.1
H -0.2881 1.7787 5.4611 0.0 0.2 0.2
H 1.2202 1.0225 4.9520 0.2 0.0 -0.1
H -0.1735 0.0300 5.3611 -0.1 -0.2 0.0
H 0.0707 -1.3858 2.3739 0.0 0.1 0.1
H 1.5178 -0.3801 2.2375 -0.1 0.1 0.1
S 1.3805 -1.9190 -0.8654 0.1 -0.4 -0.6
C 2.0635 -3.3138 -0.2837 0.1 -0.4 0.0
N 2.1932 -4.4065 -1.0460 0.0 0.4 0.1
C 2.7092 -5.6129 -0.4407 0.0 -0.4 0.2
C 3.4857 -5.1634 0.7914 0.1 0.3 0.2
S 2.7371 -3.5695 1.3025 -0.2 -0.1 -0.2
H 1.7745 -4.4151 -1.9618 0.0 0.1 0.0
H 3.3577 -6.1373 -1.1450 0.0 0.0 0.1
H 1.8864 -6.2840 -0.1651 0.1 0.1 0.0
H 4.5348 -4.9636 0.5719 -0.1 -0.1 0.0
H 3.4087 -5.8620 1.6202 0.0 -0.1 -0.1
C -3.7551 4.2970 1.2669 -0.3 -0.2 0.4
N -2.8054 4.6673 0.2554 0.6 -0.2 -0.7
C -2.3543 5.9299 -0.0431 0.4 0.5 -0.3
C -1.4462 5.8266 -1.0394 -0.2 0.4 0.3
N -1.3391 4.4920 -1.3463 -0.3 0.0 0.4
C -2.1816 3.7778 -0.5556 -0.1 -0.2 -0.1
S -2.4538 2.1399 -0.6165 0.1 -0.7 0.0
H -4.4946 5.0832 1.3964 0.0 0.1 -0.1
H -3.2500 4.1150 2.2184 0.0 0.0 -0.1
H -4.2538 3.3785 0.9557 0.1 0.1 0.0
H -2.7235 6.8015 0.4537 -0.1 0.2 0.1
H -0.8849 6.5845 -1.5446 0.1 0.1 -0.1
H -0.7409 4.0804 -2.0435 -0.2 -0.1 0.1